(1)
A molecular structure, C9H12B2F7N4O4Pt, computed with the ωB97M-V functional and the def2-TZVPD basis.

## Properties
- <S²>: 2.0484
- Total charge: +1
- M: 589.91 g mol⁻¹
- F_max: 0.6 eV/A
- HOMO-LUMO gap (spin up / spin down): 6.31 / 7.00 eV
- Spin multiplicity: 3
- Lowest unoccupied orbital energy (spin up / spin down): -5.56 / -7.02 eV
- Energy above the lowest of the compared OMol25 structures with the same formula, charge and spin: 0.0 kcal per mole

Each line ends with the Mulliken spin population.
CARTESIAN COORDINATES (ANGSTROEM)
Pt1 -0.018 0.121 0.063  0.206
F1 2.955 2.945 -1.560  0.000
F2 -0.585 -2.650 -0.770  0.025
F3 1.521 -2.182 -0.918  0.021
F4 1.284 3.028 0.053  0.008
F5 0.139 -1.458 -2.424  0.027
F6 -3.222 -1.735 2.460  0.000
F7 -2.217 0.355 2.346  0.015
O1 -0.897 -1.610 2.153  0.296
O2 0.965 1.874 -1.990  0.000
O3 -2.700 -0.882 0.383  -0.002
O4 2.651 1.106 -0.129  0.299
N1 0.110 -0.993 1.685  0.266
N2 1.871 0.358 0.540  0.260
N3 -1.951 -0.020 -0.331  0.007
N4 -0.160 1.329 -1.486  0.001
C1 -1.304 1.410 -2.061  0.018
C2 0.288 -1.729 -1.138  0.343
C3 -2.376 0.601 -1.371  0.065
C4 1.375 -1.224 2.166  0.079
C5 -3.774 0.541 -1.869  0.000
C6 3.798 -0.457 1.893  0.007
C7 -1.561 2.194 -3.297  0.001
C8 1.625 -2.166 3.285  0.009
C9 2.360 -0.460 1.529  0.021
B1 1.918 2.371 -0.950  0.008
B2 -2.388 -0.894 1.849  -0.013
H1 -4.368 -0.126 -1.252  0.001
H2 1.797 -1.604 4.207  0.004
H3 0.773 -2.821 3.440  0.003
H4 -2.455 2.806 -3.174  0.002
H5 -4.216 1.539 -1.850  0.002
H6 -3.788 0.192 -2.903  0.003
H7 4.126 -1.459 2.162  0.002
H8 2.513 -2.763 3.084  0.002
H9 -1.733 1.519 -4.138  0.004
H10 4.408 -0.078 1.078  0.004
H11 3.949 0.194 2.759  0.006
H12 -0.710 2.828 -3.524  0.000

Forces on atoms 1 to 3 (eV/Å):
Pt 0.156 -0.468 0.199
F -0.053 -0.088 0.065
F -0.072 -0.110 -0.008

=====

(2)
3 unconnected molecules or ions with the total composition C4H13NO3 at a distorted geometry, computed with the ωB97M-V functional and the def2-TZVPD basis.

## Properties
- Total charge: 0
- M: 123.15 g mol⁻¹
- F_max: 2.0 eV/A
- HOMO-LUMO gap: 10.54 eV
- Structure (SMILES): C[C@@H](N)CC=O.O.O
- Lowest unoccupied orbital energy: 0.47 eV
- Energy above the lowest of the compared OMol25 structures with the same formula, charge and spin: 37.0 kcal per mole

Each line ends with the natural charge from an NBO analysis.
CARTESIAN COORDINATES (ANGSTROEM)
O1 -2.110 3.008 -3.501  -0.985
O2 -2.055 3.136 -0.701  -0.961
O3 -0.621 0.628 -0.404  -0.543
N1 2.548 -1.378 0.965  -0.834
C1 0.144 0.118 0.380  0.455
C2 0.149 -1.350 0.638  -0.538
C3 1.351 -3.310 1.651  -0.621
C4 1.283 -1.810 1.589  -0.047
H1 1.135 -1.333 2.564  0.170
H2 1.110 -3.834 0.727  0.215
H3 -1.304 2.555 -0.516  0.498
H4 0.297 -1.964 -0.232  0.250
H5 2.341 -3.678 1.915  0.217
H6 0.755 -3.786 2.423  0.214
H7 -0.783 -1.767 1.002  0.248
H8 -2.170 2.065 -3.610  0.467
H9 -2.177 3.316 -2.584  0.499
H10 -2.830 2.571 -0.715  0.473
H11 3.324 -1.534 1.567  0.360
H12 2.545 -0.384 0.778  0.346
H13 0.799 0.772 0.982  0.115

Forces on atoms 1 to 3 (eV/Å):
O 0.004 1.106 -0.860
O 0.034 0.438 0.136
O 0.186 0.192 -0.037

=====

(3)
C20H32ClN3O2S in the gas phase, computed with the ωB97M-V functional and the def2-TZVPD basis.

## Properties
- Total charge: 0
- M: 414.02 g mol⁻¹
- F_max: 0.1 eV/A
- HOMO-LUMO gap: 9.39 eV
- Structure (SMILES): CCCCCCNC(=O)[C@H](c1cc(C)cc(Cl)c1)N1CCC[S@@](=N)(=O)CC1
- Lowest unoccupied orbital energy: 0.42 eV
- Energy above the lowest of the compared OMol25 structures with the same formula, charge and spin: 0.5 kcal per mole

Each line ends with the natural charge from an NBO analysis.
CARTESIAN COORDINATES (ANGSTROEM)
Cl1 0.669 -2.353 5.255  -0.003
S1 0.746 -3.912 -3.530  2.034
O1 1.553 1.112 -0.578  -0.622
O2 -0.447 -4.656 -3.886  -0.958
N1 1.807 -3.538 -4.553  -1.191
N2 -0.558 0.812 0.167  -0.613
N3 1.775 -1.737 -0.807  -0.425
C1 -4.336 4.064 0.048  -0.387
C2 2.054 -3.120 -0.417  -0.219
C3 -0.913 2.220 0.109  -0.213
C4 2.685 -3.992 -1.503  -0.428
C5 -2.421 2.397 0.103  -0.397
C6 0.155 -2.478 -2.618  -0.699
C7 3.466 -0.608 2.989  -0.005
C8 4.843 -0.027 3.162  -0.629
C9 0.692 0.382 -0.129  0.689
C10 0.938 -1.101 0.194  -0.142
C11 -4.746 5.530 -0.003  -0.389
C12 -6.257 5.719 -0.009  -0.601
C13 1.678 -4.806 -2.313  -0.644
C14 0.904 -1.679 2.650  -0.254
C15 1.585 -1.139 1.568  -0.010
C16 2.781 -1.149 4.074  -0.235
C17 2.856 -0.607 1.740  -0.167
C18 1.296 -1.556 -2.172  -0.251
C19 -2.827 3.864 0.056  -0.387
C20 1.514 -1.675 3.893  -0.019
H1 -0.470 2.756 0.955  0.190
H2 0.991 -0.518 -2.281  0.232
H3 -0.469 2.636 -0.795  0.217
H4 -4.769 3.599 0.941  0.193
H5 1.399 -3.119 -5.383  0.380
H6 -0.505 -1.989 -3.337  0.252
H7 -2.842 1.868 -0.758  0.202
H8 -6.707 5.289 0.889  0.201
H9 3.362 -0.185 0.880  0.237
H10 2.127 -1.687 -2.866  0.236
H11 -0.466 -2.843 -1.797  0.234
H12 -0.083 -2.108 2.533  0.222
H13 -6.530 6.774 -0.046  0.210
H14 2.161 -5.588 -2.899  0.261
H15 -2.394 4.330 -0.836  0.198
H16 -6.709 5.226 -0.872  0.201
H17 -2.849 1.933 0.999  0.192
H18 2.722 -3.084 0.444  0.219
H19 5.569 -0.566 2.551  0.224
H20 -4.311 6.055 0.854  0.194
H21 4.863 1.017 2.847  0.227
H22 3.327 -3.409 -2.164  0.241
H23 -2.395 4.388 0.915  0.197
H24 3.333 -4.716 -1.006  0.229
H25 5.168 -0.077 4.200  0.215
H26 1.135 -3.623 -0.062  0.156
H27 -1.187 0.180 0.635  0.394
H28 3.231 -1.163 5.058  0.224
H29 0.931 -5.266 -1.663  0.234
H30 -4.769 3.537 -0.810  0.193
H31 -0.044 -1.605 0.276  0.165
H32 -4.313 5.993 -0.895  0.195

Forces on atoms 1 to 3 (eV/Å):
Cl -0.001 -0.001 0.002
S -0.017 0.042 0.031
O 0.003 0.001 -0.002

=====

(4)
C5H6N2OS in the gas phase at a distorted geometry, computed with the ωB97M-V functional and the def2-TZVPD basis.

## Properties
- Total charge: 0
- M: 142.18 g mol⁻¹
- F_max: 5.4 eV/A
- HOMO-LUMO gap: 9.33 eV
- Structure (SMILES): O=C=NN1CCC=CS1
- Lowest unoccupied orbital energy: 0.52 eV
- Energy above the lowest of the compared OMol25 structures with the same formula, charge and spin: 93.1 kcal per mole

Each line ends with the natural charge from an NBO analysis.
CARTESIAN COORDINATES (ANGSTROEM)
S1 -0.254 -2.098 -0.158  0.525
O1 -3.497 1.564 0.580  -0.542
N1 -0.744 -0.749 -1.026  -0.357
N2 -1.909 0.108 -0.410  -0.501
C1 -2.715 0.874 0.080  0.831
C2 0.883 0.831 0.007  -0.479
C3 1.277 -0.199 1.056  -0.182
C4 0.837 -1.513 1.092  -0.414
C5 0.307 0.146 -1.295  -0.243
H1 -0.127 1.355 0.416  0.245
H2 1.860 0.254 1.858  0.212
H3 1.859 1.227 -0.099  0.239
H4 1.058 -2.250 1.775  0.227
H5 0.105 0.884 -2.119  0.217
H6 1.061 -0.432 -1.756  0.221

Forces on atoms 1 to 3 (eV/Å):
S -0.625 -0.531 0.298
O -1.344 1.228 0.635
N -3.119 1.241 0.840

=====

(5)
C6H4 in the gas phase at a distorted geometry, computed with the ωB97M-V functional and the def2-TZVPD basis.

## Properties
- Total charge: 0
- M: 76.10 g mol⁻¹
- F_max: 4.3 eV/A
- HOMO-LUMO gap: 8.94 eV
- Structure (SMILES): C#C/C=C\C#C
- Lowest unoccupied orbital energy: -0.23 eV
- Energy above the lowest of the compared OMol25 structures with the same formula, charge and spin: 64.7 kcal per mole

Each line ends with the natural charge from an NBO analysis.
CARTESIAN COORDINATES (ANGSTROEM)
C1 -0.021 2.418 0.804  -0.257
C2 1.388 -0.797 -1.434  -0.187
C3 -0.278 1.240 0.575  -0.010
C4 0.616 -1.101 -0.569  -0.065
C5 -0.467 -1.133 0.317  -0.234
C6 -0.921 0.015 0.872  -0.265
H1 -1.653 -0.147 1.679  0.264
H2 0.436 2.373 -0.170  0.269
H3 -1.074 -2.160 0.245  0.244
H4 1.974 -0.708 -2.320  0.241

Forces on atoms 1 to 3 (eV/Å):
C 0.261 0.645 0.072
C 0.409 -0.474 -0.684
C -2.232 -1.100 3.466